C28H30Br51N4 | ωB97M-V/def2-TZVPD

The geometry in XYZ format:
```
113
C28H30Br51N4 ωB97M-V/def2-TZVPD
C 3.992 0.114 -0.910
C 3.237 0.551 -2.012
N 2.386 0.783 -3.244
C 1.306 1.632 -3.296
N 1.011 2.772 -2.344
C -0.516 2.795 -2.119
C -1.149 1.283 -2.167
C -2.815 1.257 -2.042
C -3.516 -0.117 -1.525
C -5.146 -0.390 -1.364
C -6.019 0.965 -1.814
C -5.129 2.240 -2.297
N -3.656 2.428 -2.419
C -0.833 0.589 -3.654
N 0.273 1.372 -4.393
H 4.618 -0.372 -0.019
H 2.589 0.225 -4.127
H 1.271 3.678 -2.837
H -0.976 3.395 -3.012
H -0.702 3.383 -1.124
H -0.683 0.668 -1.274
H -2.789 -1.013 -1.237
H -5.630 -1.398 -1.021
H -7.212 0.955 -1.797
H -5.780 3.187 -2.629
H -1.809 0.658 -4.312
H -0.552 -0.537 -3.487
H 0.661 0.687 -5.085
C 6.942 1.333 -3.249
Br 5.441 0.115 -3.029
Br 7.986 1.498 -1.616
Br 8.051 0.846 -4.771
H 6.523 2.321 -3.462
C 8.968 3.288 1.691
Br 9.206 3.965 3.499
Br 9.695 4.508 0.361
Br 9.683 1.490 1.491
H 7.890 3.226 1.512
C -9.885 -0.832 -0.475
Br -10.651 -2.594 -0.778
Br -9.841 -0.378 1.416
Br -8.135 -0.651 -1.304
H -10.546 -0.108 -0.963
C -8.436 4.768 -2.216
Br -7.726 6.406 -1.443
Br -7.447 3.200 -1.624
Br -10.345 4.583 -1.892
H -8.301 4.841 -3.300
C -6.669 -0.772 4.469
Br -8.402 -1.639 4.633
Br -5.415 -1.400 5.817
Br -5.943 -0.938 2.672
H -6.827 0.296 4.652
C -2.825 -4.399 6.126
Br -3.590 -6.161 5.823
Br -2.781 -3.944 8.017
Br -1.074 -4.218 5.298
H -3.486 -3.674 5.639
C -7.565 -2.158 9.151
Br -5.840 -3.002 8.840
Br -7.625 -0.348 8.443
Br -9.033 -3.246 8.484
H -7.692 -2.081 10.236
C -13.191 -1.575 3.577
Br -12.575 -0.740 5.222
Br -12.745 -3.468 3.515
Br -15.089 -1.268 3.276
H -12.655 -1.093 2.753
C -1.562 -8.624 8.058
Br -2.328 -10.386 7.755
Br -1.518 -8.170 9.949
Br 0.189 -8.443 7.229
H -2.223 -7.900 7.570
C 10.438 -2.143 -4.711
Br 9.672 -3.906 -5.014
Br 10.482 -1.689 -2.820
Br 12.189 -1.962 -5.539
H 9.777 -1.419 -5.198
C 9.020 1.942 6.920
Br 8.712 0.033 6.712
Br 7.524 2.826 7.795
Br 10.705 2.310 7.821
H 9.097 2.366 5.913
C 5.007 1.393 3.220
Br 4.538 0.915 1.394
Br 5.892 -0.071 4.147
Br 6.051 3.033 3.294
H 4.069 1.587 3.751
C 9.897 -6.393 -8.057
Br 11.622 -7.236 -8.369
Br 9.838 -4.582 -8.766
Br 8.429 -7.480 -8.725
H 9.771 -6.316 -6.972
C -9.381 -4.051 -4.385
Br -9.533 -5.160 -5.976
Br -7.740 -4.413 -3.404
Br -9.575 -2.160 -4.799
H -10.213 -4.321 -3.726
C 10.511 8.534 -1.139
Br 11.076 6.882 -1.996
Br 11.769 9.983 -1.460
Br 8.697 9.026 -1.641
H 10.505 8.349 -0.060
C 5.155 -2.050 -6.799
Br 6.623 -2.539 -5.621
Br 3.696 -3.335 -6.710
Br 4.540 -0.233 -6.475
H 5.543 -2.078 -7.823
C -0.303 6.028 1.266
Br 1.422 5.185 0.954
Br -0.362 7.839 0.557
Br -1.771 4.941 0.598
H -0.429 6.105 2.351
```

## Properties
total charge = +1
HOMO-LUMO gap = 0.2381 hartree
DFT total energy = -132577.552937 Eh
max |F| = 0.218 Eh/bohr
LUMO energy = -0.162 Ha


C4H6ClN | ωB97M-V/def2-TZVPD

The geometry in XYZ format:
```
12
C4H6ClN ωB97M-V/def2-TZVPD
C 1.256 0.102 2.001
C 0.000 0.365 1.734
C -0.533 0.294 0.075
Cl -2.001 1.212 -0.137
N 0.077 -0.377 -0.758
C -0.339 -0.526 -2.120
H 1.643 0.156 3.006
H 1.942 -0.182 1.222
H -0.775 0.673 2.408
H 0.288 0.108 -2.748
H -1.388 -0.260 -2.281
H -0.169 -1.565 -2.403
```

## Properties
HOMO-LUMO gap = 0.3975 hartree
relative energy (zero: lowest compared OMol25 entry of this formula, charge and spin) = 122.5 kJ/mol
DFT total energy = -670.901918 Eh
structure (SMILES) = C=C/C(Cl)=N/C
max |F| = 0.090 Eh/bohr
LUMO energy = 0.033 Ha


- DFT total energy of number 1 (C28H30Br51N4)?
  -132577.552937 Eh